# 1
41
Properties=species:S:1:pos:R:3:forces:R:3 method="wB97M-V/def2-TZVPD" spin_multiplicity=1 smiles="CCOS(C)(=O)=O.C[N+](=O)[O-].C[N+](=O)[O-].CO.CO" e_tot_ev=-39850.110 total_charge=0 relative_energy_kj_mol=2.9 orbital_gap_ev=10.46 lumo_energy_ev=0.1
S -1.3299 -2.5244 -1.2015 -0.131 1.262 0.326
O 0.0044 -2.6258 -1.8152 -2.617 0.324 0.818
O -2.3738 -3.5476 -1.9009 1.372 0.300 0.514
O 2.5971 4.5824 -0.2073 1.245 0.382 0.331
O 0.1981 0.3039 0.5604 0.088 0.026 0.467
O 4.0303 -2.8797 1.8340 0.219 -1.187 0.513
O -1.5280 -2.7163 0.2116 0.508 -0.427 -0.863
O 1.7463 4.9538 4.4180 -0.243 0.072 -0.443
O 0.7782 3.9635 -1.0293 -2.444 -0.534 -0.836
O 2.4086 -3.1708 3.3038 1.023 -0.398 -1.396
N 1.9633 3.9135 -0.9807 1.686 0.381 1.004
N 2.8927 -2.7734 2.2369 0.052 0.963 1.166
C -2.1921 -0.8286 -1.4754 1.156 -1.282 -0.895
C -2.3699 -3.7534 -3.3143 0.490 0.179 -1.353
C 0.5842 4.2008 4.0555 0.404 -0.143 0.437
C -0.3930 0.8236 1.7608 0.216 -0.252 0.088
C 2.6592 2.9425 -1.8609 0.192 0.169 -0.552
C 2.0793 -1.8077 1.5111 -0.861 0.549 -0.640
C -3.7597 -3.4882 -3.7803 -1.019 0.333 0.668
H -1.7053 -3.1158 -3.8972 0.246 0.798 0.714
H 0.8569 3.1501 4.1543 -0.488 -0.282 0.160
H -4.1411 -2.6575 -3.1866 0.265 0.689 -0.416
H -3.2748 -0.9467 -1.5166 0.206 -0.323 0.233
H -1.8815 -0.1498 -0.6811 -0.010 -0.469 0.007
H -0.3955 1.9136 1.7662 -0.288 -0.011 -0.072
H -4.4906 -4.2171 -3.4301 0.207 -0.673 -0.719
H 0.1827 0.5105 2.6318 0.453 -0.064 -0.280
H 2.6425 -1.3213 0.7147 0.186 -0.151 0.393
H -1.3670 0.3768 1.9601 -0.337 0.288 -0.363
H -3.7824 -3.2402 -4.8415 -0.353 -0.318 0.090
H 0.2439 4.3299 3.0280 0.358 0.569 0.045
H 2.3893 3.2748 -2.8633 -0.485 -0.746 -0.033
H 1.2319 -2.2981 1.0319 -0.186 0.050 0.486
H -0.1864 4.5174 4.7583 -0.514 -0.498 -0.277
H -1.8335 -0.4738 -2.4416 -0.054 0.129 0.017
H -0.1268 0.7949 -0.1978 -0.011 0.200 0.118
H -1.9572 -4.7064 -3.6454 -0.350 -0.573 0.887
H 3.7484 2.9854 -1.8561 -0.191 0.296 0.804
H 1.8121 -1.1231 2.3161 -0.456 0.126 -0.547
H 2.2980 1.9786 -1.5026 -0.023 -0.039 -0.670
H 1.7409 4.8497 5.3723 0.491 0.283 0.072

---

# 2
34
Properties=species:S:1:pos:R:3:forces:R:3 method="wB97M-V/def2-TZVPD" spin_multiplicity=1 smiles="C=C(C)CCCCO.O.O.O.O" e_tot_ev=-17850.357 total_charge=0 relative_energy_kj_mol=275.4 orbital_gap_ev=9.12 lumo_energy_ev=0.4
O 1.2372 3.8936 -0.0014 -1.354 -0.577 0.881
O 1.7068 1.1330 1.9147 -0.985 -1.354 -0.249
O 3.3305 0.2263 -0.9530 2.235 0.281 -0.686
O 1.2491 -1.3242 -0.1416 -0.469 0.476 -0.516
O 0.0288 -0.1620 -3.3885 1.889 0.615 -0.961
C -1.4713 -1.5193 1.6828 0.298 1.989 -0.589
C -2.5534 -0.5257 1.0634 0.570 0.954 0.901
C -1.4613 -0.1833 -1.1436 -2.099 -2.183 0.138
C -1.9602 0.3484 -0.0096 0.918 -1.515 -2.148
C -1.7734 1.7987 0.0726 0.972 1.778 0.988
C -0.8404 -2.4895 0.7075 1.112 -3.054 -0.577
C 0.7114 -2.4317 0.5718 -0.214 1.053 -0.695
H -2.2059 2.2487 0.9611 -0.339 0.119 0.082
H -0.8602 -3.5688 1.0409 -0.778 0.901 0.086
H -2.7502 0.1717 1.9001 -0.486 -0.426 -0.242
H 2.6506 0.6707 -0.4933 -1.284 0.290 0.652
H -0.4382 -0.9484 -3.1338 0.061 -0.720 0.088
H -1.9128 -1.1695 -1.5351 1.057 1.136 0.986
H 0.4988 3.6074 0.6273 1.359 0.691 -1.632
H 0.9897 -2.2944 1.6065 0.893 -0.660 0.476
H -1.2812 -2.5216 -0.2935 -0.129 0.221 0.433
H -2.0788 2.3533 -0.8184 -0.467 -0.294 0.175
H -0.6282 -0.9054 2.0953 -0.553 0.161 -0.640
H 1.2294 -3.2609 0.0059 -1.074 0.260 1.247
H -1.8641 -1.8460 2.6284 -0.493 -1.197 0.061
H 0.7346 -0.5221 0.0359 0.010 -0.282 0.238
H 0.8583 3.9706 -0.8992 0.050 -0.164 0.844
H -0.7334 0.1935 -1.8366 -0.649 1.201 0.406
H -3.5105 -0.9519 0.7195 0.508 -0.341 0.358
H 2.9661 -0.4014 -1.5620 -0.588 -0.438 0.029
H -0.7121 2.0555 0.1375 0.210 -0.220 0.143
H 1.6928 1.0402 2.8766 0.470 0.768 -0.495
H 0.9479 -0.2294 -3.0387 -1.097 -0.222 -0.406
H 2.1113 1.9086 1.5456 0.447 0.755 0.623

---

# 3
35
Properties=species:S:1:pos:R:3:forces:R:3 method="wB97M-V/def2-TZVPD" spin_multiplicity=3 s_squared=2.012 e_tot_ev=-28406.357 total_charge=+1 relative_energy_kj_mol=147.4 orbital_gap_ev="5.33 / 3.70" lumo_energy_ev="-2.9 / -8.6"
Si -0.1646 -3.7835 -0.8002 -0.338 1.749 -1.342
Si -0.5481 -0.9583 -2.3675 -1.462 2.342 1.198
O -0.3218 -2.3362 -1.6158 0.331 -2.167 0.791
N 0.8592 -0.5247 1.8126 1.467 -0.042 2.547
N 2.7143 0.7432 4.8856 -1.036 0.071 -1.613
C 1.4418 0.4440 2.7305 -1.344 1.426 -2.390
C -0.9126 0.3530 -0.8207 0.238 -3.601 -0.935
C 2.1541 -0.1935 3.9458 1.246 -1.396 2.054
C -2.1074 -0.8995 -3.4299 0.679 -0.217 -0.006
C 0.3062 2.4017 -1.5539 0.075 -0.117 -0.224
C -2.2059 2.2920 -1.7195 -0.142 0.197 0.041
C -0.9404 1.6436 -1.3342 -0.099 2.539 -0.585
H -1.8677 -0.0119 -0.4547 -0.151 -0.058 0.399
H -2.0787 -1.6717 -4.1938 0.031 -0.129 -0.182
H 0.1510 -1.0684 2.2966 -0.619 0.013 -0.498
H -2.4462 3.0428 -0.9629 -0.299 0.239 0.077
H 0.7754 2.0587 -2.4805 0.315 0.129 -0.154
H 0.1173 3.4675 -1.6594 0.084 0.103 0.057
H -1.5131 -4.3302 -0.7783 -0.128 -0.472 0.267
H -0.0917 0.0997 -0.1486 0.221 -0.017 0.299
H -3.0086 -1.0692 -2.8452 0.029 0.000 0.238
H 0.7143 -0.4971 -2.9311 0.189 0.024 -0.510
H 0.8095 -4.5198 -1.5906 0.215 -0.518 0.182
H -2.1122 2.8341 -2.6602 -0.143 -0.004 -0.171
H 0.3169 -3.3659 0.5153 0.177 -0.261 0.514
H 1.4437 -0.8245 4.4882 0.012 0.079 -0.172
H 1.5780 -1.1752 1.5064 -0.125 -0.022 -0.804
H 2.1616 1.0504 2.1689 -0.020 -0.137 0.200
H 2.9684 -0.8304 3.5835 -0.181 0.101 -0.090
H 3.3920 1.3603 4.4541 0.342 0.006 0.262
H -2.2128 0.0541 -3.9405 0.066 0.169 -0.006
H 1.0244 2.2268 -0.7561 0.271 0.085 0.186
H -3.0368 1.5936 -1.7706 -0.133 -0.023 -0.093
H 0.6390 1.1003 3.0782 0.141 -0.100 0.085
H 2.0016 1.2945 5.3485 0.091 0.010 0.375

---

# 4
38
Properties=species:S:1:pos:R:3:forces:R:3 method="wB97M-V/def2-TZVPD" spin_multiplicity=1 e_tot_ev=-24011.687 total_charge=-1 relative_energy_kj_mol=86.3 orbital_gap_ev=9.60 lumo_energy_ev=3.5
O -1.7573 1.3811 1.0228 -0.279 1.556 1.035
O -2.8583 2.4387 -1.2458 -0.281 -0.028 -0.197
O -0.4904 -2.0087 2.8010 -0.189 -0.995 1.349
O 0.2657 0.1063 -2.5149 0.757 -0.106 -1.170
O 1.8698 -1.5943 1.1262 0.630 -0.154 -0.285
O 0.6512 -2.6034 -1.2442 1.520 -0.826 -2.356
O -0.4357 -0.7536 0.2313 -1.239 0.922 -0.103
O 1.0240 1.6693 0.2970 1.095 0.936 -0.486
C 1.6932 -1.2155 2.4575 1.866 -0.848 -0.042
C -0.8305 2.3529 1.5361 -1.056 0.896 -0.777
C 1.4790 -0.6327 -2.6440 -0.511 -1.680 0.736
C 0.1550 2.7829 0.4585 0.133 -1.871 1.618
C -2.5913 1.4953 -2.2593 -0.697 0.514 -0.858
C 1.2011 -2.1872 -2.5408 -0.694 0.635 1.473
C 0.8655 -2.2009 3.2242 -1.545 1.042 -0.053
H 0.4899 0.8847 0.1531 -0.229 -0.656 -0.087
H -1.4119 -0.7288 0.2636 0.706 -0.896 -0.392
H 1.1634 -3.2480 3.1692 0.214 -0.051 -0.744
H -2.8414 1.9213 -0.4373 0.235 0.294 0.700
H 2.1637 -0.3270 -1.8529 0.136 -0.150 0.222
H 0.7239 3.5729 0.9487 0.239 0.370 -0.699
H 1.3409 -0.1853 2.5102 -0.276 0.014 0.395
H 2.7060 -1.2816 2.8551 0.243 0.435 0.441
H -1.3388 3.2773 1.8105 -0.742 -0.169 0.182
H -2.1887 0.5605 -1.8690 0.438 0.200 -0.254
H -0.3680 3.0213 -0.4677 0.065 0.450 0.055
H 0.5062 -2.5188 -3.3123 -0.302 0.385 -0.243
H -1.1853 0.6644 0.7385 0.530 -0.802 -0.088
H -0.5133 -1.5158 1.9776 0.270 0.134 -0.733
H -0.3423 1.9836 2.4380 0.300 -0.153 -0.119
H 0.2081 -1.8920 -0.7760 -0.709 0.744 0.173
H 2.0953 -2.7820 -2.7274 0.373 0.196 0.296
H -2.0171 1.9947 -3.0396 0.812 -0.385 0.288
H 0.9362 -1.9871 4.2907 -0.178 0.358 0.294
H -0.0125 -0.0099 -1.6035 -0.278 -0.153 0.586
H 1.1330 -1.2423 0.6213 -0.327 -0.136 -0.050
H -3.4964 1.2557 -2.8174 -0.552 -0.325 0.186
H 2.0081 -0.4478 -3.5788 -0.481 0.301 -0.291

---

# 5
40
Properties=species:S:1:pos:R:3:forces:R:3 method="wB97M-V/def2-TZVPD" spin_multiplicity=1 e_tot_ev=-108419.012 total_charge=+1 orbital_gap_ev=7.14 lumo_energy_ev=-4.6
Br -0.7585 -1.2071 4.1442 0.016 -0.132 -0.007
S -1.6698 0.2550 -2.3497 0.329 -0.077 -0.029
P -0.2599 0.8012 0.5173 -0.173 0.030 0.751
O -2.3711 -0.7400 -1.5862 -0.114 0.095 -0.094
O 3.2989 -1.9065 0.3619 0.110 0.089 -0.189
O -2.2989 1.4785 -2.7692 -0.166 -0.027 0.069
N -1.5755 1.8514 0.3059 0.226 0.081 -0.272
N 1.8825 0.1266 -4.5384 -0.019 0.061 -0.011
N 1.2459 1.5667 0.3308 0.007 0.202 0.243
C 1.0856 -1.5428 1.1622 -0.031 -0.135 0.051
C 1.9370 -2.1958 0.0768 0.012 -0.031 -0.011
C -1.3530 0.4882 3.3421 -0.033 0.177 -0.056
C -0.1554 0.6506 -1.5742 0.339 0.039 -0.577
C -0.2691 1.0627 2.4070 -0.092 0.052 0.070
C -0.2775 -1.0334 0.6497 0.099 -0.134 -0.300
C -2.7673 0.3073 2.8113 0.034 0.075 -0.062
H 0.1240 1.6323 -1.9677 -0.001 -0.026 0.059
H -0.3121 2.1516 2.5285 0.030 -0.054 -0.065
H 3.8719 -2.3586 -0.2692 -0.105 -0.065 0.198
H 1.0142 0.6549 -4.6700 -0.009 0.005 0.033
H -2.4876 1.4339 0.4328 -0.066 -0.005 0.240
H -3.2179 1.2890 2.6456 0.020 -0.016 -0.059
H 2.3342 0.4481 -3.6777 -0.037 0.010 0.013
H -3.3767 -0.2213 3.5424 0.000 0.064 -0.008
H -0.5111 -1.4806 -0.3129 -0.068 -0.048 0.043
H 1.7589 -3.2763 0.0659 0.019 0.037 -0.075
H -1.5654 2.3551 -0.5732 -0.148 -0.160 -0.059
H -2.8077 -0.2649 1.8814 0.007 0.001 0.049
H -1.4061 1.1381 4.2128 0.028 -0.068 0.020
H 1.9861 0.9146 0.0955 -0.020 0.064 -0.165
H 1.5223 2.0719 1.1661 0.071 -0.120 -0.002
H -1.0703 -1.3335 1.3331 0.046 0.140 0.039
H 1.6697 -1.8111 -0.9209 -0.031 0.035 0.058
H 1.6634 -0.8690 -4.4567 -0.014 0.005 0.010
H 0.5989 -0.0861 -1.8898 -0.113 -0.129 0.218
H 1.6866 -0.7492 1.6109 -0.040 -0.024 -0.023
H 0.9106 -2.2574 1.9663 0.064 0.048 -0.043
H 0.6999 0.7504 2.8056 -0.072 0.021 -0.009
H -1.2843 -0.3716 -3.5038 -0.100 -0.091 -0.046
H 2.5048 0.2773 -5.3364 -0.006 0.011 -0.001

---

# 6
53
Properties=species:S:1:pos:R:3:forces:R:3 method="wB97M-V/def2-TZVPD" spin_multiplicity=1 e_tot_ev=-62405.831 total_charge=0 relative_energy_kj_mol=0.0 orbital_gap_ev=4.97 lumo_energy_ev=-0.4
Ca 10.2305 -22.7371 -20.8433 1.241 -0.049 -1.105
O 9.5256 -24.4528 -22.0877 -0.648 -1.076 -0.458
O 7.9155 -23.2306 -19.9856 -0.920 -0.319 0.294
O 13.7945 -22.7770 -22.7639 -0.821 -0.785 0.458
O 10.4231 -23.3330 -18.6047 -0.201 -0.561 1.143
O 11.6228 -22.1779 -22.6796 -0.985 0.185 -0.632
O 13.3765 -27.8545 -20.9923 -0.518 0.826 -0.290
O 10.5276 -20.7049 -19.9845 -0.364 1.537 0.477
O 8.6077 -21.6506 -22.1428 -0.678 0.635 -0.336
O 12.4611 -23.2710 -21.0053 0.029 -1.303 1.128
N 6.7655 -22.1220 -18.4138 0.605 0.790 0.623
N 7.9100 -19.8714 -23.3592 0.177 0.855 0.024
N 9.3797 -19.7074 -18.3235 -0.343 0.395 -0.350
N 8.7052 -25.2050 -24.0552 0.102 -0.346 0.273
N 10.7221 -23.5651 -16.3613 -0.332 0.126 -0.668
N 5.6987 -23.7322 -19.6745 0.132 0.254 0.173
N 11.2155 -25.2969 -17.7872 -0.426 0.269 0.103
N 8.9083 -26.6284 -22.2552 -0.339 -0.472 -0.385
N 9.8428 -18.5670 -20.2712 -0.310 0.662 -0.251
N 14.1257 -25.7937 -21.5756 -0.169 0.067 -0.067
N 11.9558 -26.0704 -20.8987 -0.786 0.550 0.243
N 6.4057 -21.4717 -22.7060 0.635 0.011 0.163
C 9.0944 -25.3782 -22.7686 0.200 0.677 0.805
C 9.9493 -19.7019 -19.5683 0.686 -1.633 0.062
C 13.1509 -26.6377 -21.1722 1.621 -1.536 0.649
C 7.7087 -21.0271 -22.6818 0.136 -0.578 -0.217
C 6.8539 -23.0459 -19.4012 0.208 -0.274 -0.629
C 12.6599 -22.7802 -22.2108 0.933 1.464 -0.192
C 10.7548 -24.0447 -17.6507 0.332 0.728 -0.037
H 12.0037 -25.0834 -20.6434 -0.108 0.450 -0.569
H 11.2633 -26.6705 -20.4930 0.091 -0.247 -0.114
H 8.8355 -19.4869 -23.4347 0.126 -0.350 0.080
H 8.2537 -25.9709 -24.5143 -0.133 0.227 -0.371
H 11.0640 -24.0617 -15.5645 0.014 -0.075 0.075
H 11.2283 -25.6724 -18.7188 0.491 -0.273 0.076
H 5.6670 -24.4207 -20.4001 0.207 -0.049 -0.050
H 15.0482 -26.1797 -21.5134 0.058 0.058 -0.245
H 13.9903 -24.7937 -21.7347 -0.033 0.021 0.046
H 8.8535 -27.4390 -22.8441 -0.016 0.032 -0.061
H 7.5958 -21.5574 -18.3268 -0.002 -0.013 -0.043
H 10.3012 -22.6643 -16.2524 0.135 0.058 0.205
H 5.6606 -20.8540 -22.9517 -0.269 -0.172 -0.137
H 7.2206 -19.4724 -23.9650 -0.158 -0.109 -0.060
H 6.2688 -22.4411 -22.4887 -0.236 0.094 0.198
H 10.0892 -18.5617 -21.2444 0.204 -0.157 0.060
H 9.3824 -17.7647 -19.8872 0.001 0.116 -0.080
H 11.4844 -25.8008 -16.9664 0.151 -0.457 -0.249
H 8.8525 -18.9080 -18.0296 0.053 -0.067 0.480
H 4.8449 -23.4670 -19.2237 -0.109 -0.107 0.001
H 9.6273 -20.4570 -17.7068 0.082 0.040 0.067
H 8.9272 -26.7972 -21.2710 0.377 0.284 0.139
H 8.7017 -24.2686 -24.4144 0.216 -0.041 -0.195
H 5.9531 -21.7476 -17.9612 -0.336 -0.360 -0.253

---

Let's list max |F| in order: 2.76; 3.30; 3.73; 2.92; 0.77; 2.33 eV/Å.